{"formula": "C8H14OPPd", "method": "the ωB97M-V functional and the def2-TZVPD basis", "elements": ["C", "C", "C", "C", "C", "Pd", "P", "H", "H", "H", "H", "H", "H", "H", "H", "C", "C", "C", "O", "H", "H", "H", "H", "H", "H"], "xyz": [[-0.101239, -0.212333, -2.451132], [-0.946119, -1.144897, -3.269613], [-0.465846, -2.524711, -3.056322], [0.628171, -2.428821, -2.162084], [0.884889, -1.065890, -1.761378], [0.040636, 1.270292, -0.014056], [-0.664113, 3.305734, -0.530547], [-0.038807, 0.895637, -2.673206], [-1.860350, -0.846007, -3.774296], [-0.924800, -3.473567, -3.389318], [1.708137, -0.609372, -1.134144], [1.165402, -3.222598, -1.696614], [-1.625639, 3.947830, 0.265950], [-0.987514, 3.818489, -1.811556], [0.370098, 4.206214, -0.282387], [1.242217, -0.882788, 3.276229], [0.402849, -0.262310, 2.220100], [-0.795505, 0.553226, 2.547321], [0.758099, -0.506913, 1.043949], [0.830471, -0.770657, 4.247274], [2.194629, -0.391987, 3.343999], [1.409969, -1.943390, 3.166079], [-0.598306, 1.560067, 2.215186], [-1.693231, 0.164074, 2.082219], [-0.934098, 0.564676, 3.598348]], "forces_ev_per_a": [[-0.27, -1.52, -1.20], [1.38, -0.87, 1.74], [-0.87, 2.95, 0.27], [0.54, 2.31, 1.12], [-0.42, 0.18, -1.42], [-0.15, -1.30, -0.30], [0.46, -0.61, -0.30], [0.08, -1.47, 0.38], [0.25, -0.11, -0.15], [0.31, 0.83, 0.01], [-1.05, -1.15, -0.81], [0.25, -0.68, 0.01], [-0.20, 0.13, -0.13], [-0.21, 0.06, 0.20], [0.16, 0.47, 0.04], [-0.39, 0.28, 0.13], [-0.73, -0.85, 3.53], [0.83, -0.94, -0.27], [0.50, 0.92, -3.90], [-0.70, 0.20, 1.12], [1.15, 0.23, -0.14], [0.18, -0.57, -0.44], [-0.36, 1.26, -0.23], [-0.49, 0.07, -0.38], [-0.25, 0.17, 1.13]], "spin_multiplicity": 3, "e_above_lowest_kcal_mol": 29.4, "fmax_ev_per_a": 4.04, "s2": 2.0190, "charge": -1, "e_lumo_ev": [3.37, 2.05], "homo_lumo_gap_ev": [4.24, 5.09]}

{"formula": "C26H45F5P2Ru", "method": "the ωB97M-V functional and the def2-TZVPD basis", "elements": ["Ru", "C", "C", "C", "C", "C", "C", "H", "H", "H", "C", "H", "H", "H", "C", "H", "H", "H", "C", "H", "H", "H", "C", "H", "H", "H", "C", "C", "C", "C", "C", "C", "C", "C", "H", "H", "H", "H", "H", "H", "H", "H", "H", "H", "H", "H", "P", "C", "H", "H", "H", "C", "H", "H", "H", "C", "H", "H", "H", "P", "C", "H", "H", "H", "C", "H", "H", "H", "C", "H", "H", "H", "F", "C", "F", "C", "F", "F", "F"], "xyz": [[-0.160876, -0.964797, -0.102207], [-2.295197, 1.781155, 0.220972], [-3.093779, 0.998584, -0.673477], [-2.251882, -0.468322, 0.953757], [-1.838592, 0.928537, 1.255707], [-3.084640, -0.342845, -0.272705], [-2.047045, 3.243315, 0.114896], [-1.906195, 3.535957, -0.935263], [-1.171739, 3.584593, 0.677493], [-2.877250, 3.885356, 0.449254], [-1.333690, 1.408092, 2.545447], [-0.560997, 2.182872, 2.400749], [-0.944421, 0.605348, 3.153195], [-2.174613, 1.876236, 3.049183], [-2.660624, -1.429761, 2.029237], [-3.689482, -1.245577, 2.366138], [-2.013527, -1.289651, 2.899147], [-2.606749, -2.464787, 1.693467], [-3.920589, -1.402432, -0.867610], [-4.967102, -1.080038, -0.984965], [-3.923020, -2.272258, -0.208317], [-3.578452, -1.725310, -1.863787], [-4.025225, 1.574441, -1.670333], [-4.962329, 1.925056, -1.202549], [-4.269558, 0.811367, -2.406739], [-3.581068, 2.448873, -2.171862], [1.634288, 0.205254, -0.830990], [0.404949, 0.920810, -0.862906], [-0.248540, 1.459536, -2.151822], [-0.743981, 0.380302, -3.104131], [-0.584993, -0.991413, -2.512689], [0.624758, -1.641559, -2.489964], [1.874542, -1.052166, -3.052292], [2.434899, -0.000355, -2.102823], [0.397869, 2.148198, -2.728756], [-0.246652, 0.503488, -4.064557], [-1.112666, 2.083065, -1.893869], [2.562684, 0.922021, -2.713223], [2.214120, 0.160696, 0.051872], [0.239881, 1.670597, -0.035375], [3.459952, -0.252655, -1.801671], [2.640386, -1.823950, -3.209055], [0.600443, -2.721263, -2.346634], [1.708479, -0.613738, -4.047354], [-1.831254, 0.504075, -3.283581], [-1.506951, -1.606715, -2.503869], [1.956118, 2.839623, 0.776183], [1.646725, 3.703840, 2.313188], [2.553263, 4.329113, 2.357417], [1.576946, 3.017409, 3.172803], [0.738735, 4.319616, 2.202840], [3.591112, 2.079611, 0.921712], [4.241262, 2.956162, 1.007058], [3.846346, 1.493840, 0.029643], [3.637521, 1.444133, 1.820436], [2.073056, 3.997068, -0.594048], [2.511624, 3.501474, -1.474644], [2.737889, 4.785714, -0.201645], [1.081696, 4.409871, -0.839525], [1.033206, -3.150455, 0.351475], [-0.560871, -3.889751, -0.120250], [-0.406680, -4.421291, -1.035250], [-1.372025, -3.162708, -0.260223], [-0.820284, -4.575060, 0.694717], [2.462919, -3.232510, -0.770307], [2.110767, -3.415083, -1.776362], [3.046823, -4.090131, -0.467887], [3.124228, -2.354468, -0.783900], [1.710806, -4.220256, 1.616913], [2.622435, -4.621523, 1.201597], [1.017196, -5.053986, 1.771867], [1.954756, -3.717802, 2.526688], [1.386705, 0.428956, 2.659973], [1.186849, -0.799548, 2.052244], [2.455038, -1.209557, 1.629492], [0.690051, -1.708963, 3.287664], [1.697246, -2.371579, 3.964397], [0.067648, -0.954536, 4.235826], [-0.182685, -2.715427, 2.964788]], "forces_ev_per_a": [[0.32, -0.03, 1.10], [-1.56, -0.90, -1.33], [0.60, 2.01, 1.40], [-0.21, 1.70, -1.10], [-0.67, -2.56, -0.51], [1.06, 0.26, 1.53], [-0.14, 0.68, -0.30], [0.06, -0.01, 0.22], [-0.02, -0.21, -0.04], [0.01, -0.40, 0.11], [0.42, 0.26, -0.20], [-0.24, -0.29, 0.15], [0.01, 0.12, 0.14], [-0.14, 0.20, 0.32], [0.11, 0.04, 0.41], [0.07, 0.03, -0.11], [-0.23, -0.31, -0.15], [0.10, -0.06, 0.21], [-0.31, -0.53, 0.08], [0.32, 0.01, 0.02], [-0.04, -0.09, -0.18], [-0.04, 0.15, 0.22], [0.12, 0.31, -0.52], [0.32, -0.20, -0.11], [-0.19, 0.20, -0.25], [-0.18, -0.28, -0.03], [-0.96, 0.68, -1.21], [0.68, 1.61, -0.47], [0.21, 0.80, 0.17], [-1.00, -0.20, 0.28], [0.32, -1.09, -0.88], [-1.62, -0.72, -1.01], [0.47, -0.44, -0.05], [0.72, 0.53, 0.02], [0.19, -0.26, 0.46], [0.06, -0.39, -0.12], [0.42, -0.29, 0.11], [-0.27, -0.09, 0.72], [0.24, 0.27, 0.59], [0.00, -0.69, 0.19], [-0.14, -0.13, -0.12], [-0.37, 0.04, 0.04], [-0.22, 0.43, -0.13], [-0.26, -0.13, 0.27], [0.59, 0.17, -0.03], [0.66, 0.26, 0.42], [-0.66, -1.58, -0.44], [0.29, 0.54, -0.16], [-0.41, 0.22, 0.66], [0.08, 0.29, -0.47], [0.44, -0.16, 0.24], [-0.12, 0.14, 0.17], [0.42, -0.28, 0.11], [-0.07, 0.31, 0.28], [0.02, 0.30, -0.36], [0.08, 0.45, 0.30], [-0.16, 0.20, 0.39], [-0.17, 0.05, -0.61], [0.43, -0.09, 0.07], [0.04, 2.13, -0.16], [0.34, -0.75, -0.04], [-0.39, -0.70, -0.66], [0.22, -0.04, 0.06], [-0.19, 0.07, -0.32], [0.03, -0.79, -0.87], [0.40, -0.13, -0.20], [0.34, -0.13, -0.27], [-0.61, -0.11, 0.32], [-0.25, -0.98, 0.08], [0.19, -0.29, 0.20], [0.18, 0.18, 0.36], [0.02, -0.05, 0.41], [0.65, 0.30, -0.08], [-1.44, -0.70, 0.15], [-0.07, 0.12, 1.15], [0.81, -0.56, 0.87], [-0.50, 0.97, -0.49], [0.30, -0.47, -0.90], [0.47, 1.08, -0.11]], "spin_multiplicity": 6, "e_above_lowest_kcal_mol": 3.6, "fmax_ev_per_a": 2.69, "s2": 8.8069, "charge": 1, "e_lumo_ev": [-1.83, -5.13], "homo_lumo_gap_ev": [6.92, 4.79]}

- What is the formula in the first record?
  C8H14OPPd